Entry 1:
The following is a quantum chemistry calculation of a cluster of 2 separate species, C3H12N2OS in total at a distorted geometry, from the OMol25 dataset.

Each atom is followed by the atoms it is bonded to, with distances in Å.
Positions of all 19 atoms, in Å:
1 N 2.1811 0.4559 -1.9977  C2 1.442, H7 1.004, H8 1.002
2 C 1.1255 -0.1161 -1.1993  N1 1.442, C3 1.587, H9 1.107, H10 1.093
3 C -0.1787 0.7345 -0.8919  C2 1.587, N4 1.455, C5 1.501, H11 1.089
4 N -0.7954 1.3276 -2.0694  C3 1.455, H12 1.010, H13 1.017
5 C -1.0998 -0.0346 0.0096  C3 1.501, S6 1.876, H14 1.105, H15 1.078
6 S -1.0888 0.5475 1.7926  C5 1.876, H16 1.303
7 H 2.4480 1.4225 -2.0508  N1 1.004
8 H 2.9392 -0.1545 -2.2367  N1 1.002
9 H 1.5476 -0.3884 -0.2130  C2 1.107
10 H 0.8425 -1.1019 -1.5770  C2 1.093
11 H 0.3496 1.5568 -0.4126  C3 1.089
12 H -1.6650 0.9048 -2.3607  N4 1.010
13 H -0.1732 1.3438 -2.8733  N4 1.017
14 H -0.7804 -1.0926 -0.0142  C5 1.105
15 H -2.1376 0.0093 -0.2787  C5 1.078
16 H 0.1128 0.0991 2.0221  S6 1.303
17 O 0.5888 -2.6198 2.1825  H18 0.960, H19 0.968
18 H -0.1886 -3.0458 2.5510  O17 0.960
19 H 0.8762 -3.2950 1.5513  O17 0.968

LUMO: 0.62 eV
structure (SMILES): NC[C@@H](N)CS.O
DFT total energy: -19167.7109 eV
charge: 0
frontier orbital gap: 9.2817 eV
HOMO energy: -8.66 eV

Here are the natural (NBO) charges for atoms 1 to 2, given in e: -0.892 -0.206

***

Entry 2:
The following is a quantum chemistry calculation of a cluster of 2 separate species, C3H12N2OS in total at a distorted geometry, from the OMol25 dataset.

Each atom is followed by the atoms it is bonded to, with distances in Å.
Positions of all 19 atoms, in Å:
1 N 2.5568 -0.5618 -0.4905  C2 1.459, H7 1.015, H8 1.015
2 C 1.2466 -0.5704 -1.1313  N1 1.459, C3 1.545, H9 1.090, H10 1.097
3 C 0.1668 -0.4983 -0.0292  C2 1.545, N4 1.489, C5 1.524, H11 1.091
4 N 0.2936 -1.7368 0.7883  C3 1.489, H12 1.006, H13 1.010
5 C -1.2247 -0.3557 -0.6329  C3 1.524, S6 1.805, H14 1.088, H15 1.089
6 S -2.4963 -0.0065 0.5994  C5 1.805, H16 1.342
7 H 3.2910 -0.5867 -1.1902  N1 1.015
8 H 2.6922 -1.4475 -0.0137  N1 1.015
9 H 1.1327 0.3176 -1.7524  C2 1.090
10 H 1.1031 -1.5017 -1.6935  C2 1.097
11 H 0.5197 0.3318 0.5838  C3 1.091
12 H -0.4276 -2.3639 0.4737  N4 1.006
13 H 0.1856 -1.5269 1.7707  N4 1.010
14 H -1.1937 0.4755 -1.3345  C5 1.088
15 H -1.4213 -1.2657 -1.1988  C5 1.089
16 H -2.4713 1.3205 0.4000  S6 1.342
17 O 1.5139 3.0062 0.2703  H18 0.950, H19 0.952
18 H 2.4176 3.0466 0.5609  O17 0.950
19 H 1.4891 3.6918 -0.3901  O17 0.952

LUMO: 0.76 eV
structure (SMILES): NC[C@H](N)CS.O
DFT total energy: -19168.3330 eV
charge: 0
frontier orbital gap: 9.5812 eV
HOMO energy: -8.82 eV

Here are the natural (NBO) charges for atoms 1 to 2, given in e: -0.836 -0.215

***

Entry 3:
The following is a quantum chemistry calculation of a cluster of 2 separate species, C3H12N2OS in total at a distorted geometry, from the OMol25 dataset.

Each atom is followed by the atoms it is bonded to, with distances in Å.
Positions of all 19 atoms, in Å:
1 C -0.3644 0.5885 -0.7312  C2 1.482, N4 1.511, H7 1.243, H8 1.121
2 C 0.1466 1.9734 -0.5963  C1 1.482, S3 1.841, H9 1.126, H10 1.140
3 S 1.3458 2.5431 -1.8714  C2 1.841, H11 1.333
4 N -1.0461 0.0836 0.5190  C1 1.511, C5 1.434, H12 1.008
5 C -1.5614 -1.2550 0.5159  N4 1.434, N6 1.481, H13 1.126, H14 1.133
6 N -0.4546 -2.2394 0.5084  C5 1.481, H15 0.999, H16 1.052
7 H 0.5118 -0.2453 -1.0198  C1 1.243
8 H -1.1304 0.6629 -1.5465  C1 1.121
9 H -0.7574 2.6451 -0.5743  C2 1.126
10 H 0.6157 2.2064 0.4165  C2 1.140
11 H 1.5893 1.3861 -2.4865  S3 1.333
12 H -0.4116 0.2997 1.2720  N4 1.008
13 H -2.2758 -1.3425 -0.3494  C5 1.126
14 H -2.1502 -1.3042 1.4820  C5 1.133
15 H -0.7914 -3.0531 0.0364  N6 0.999
16 H -0.3661 -2.3763 1.5478  N6 1.052
17 H 1.8922 -0.1229 0.2673  O19 0.979
18 H 2.8749 -0.5576 1.4990  O19 0.941
19 O 2.3331 0.1074 1.1111  H17 0.979, H18 0.941

LUMO (spin up / spin down): -3.81 / -9.12 eV
multiplicity: 2
DFT total energy: -19158.2540 eV
charge: +1
frontier orbital gap (spin up / spin down): 9.2784 / 3.7634 eV
HOMO energy (spin up / spin down): -13.09 / -12.89 eV

Here are the natural (NBO) charges for atoms 1 to 2, given in e: -0.264 -0.605

***

Entry 4:
The following is a quantum chemistry calculation of a cluster of 2 separate species, C3H12N2OS in total at a distorted geometry, from the OMol25 dataset.

Each atom is followed by the atoms it is bonded to, with distances in Å.
Positions of all 19 atoms, in Å:
1 C 1.1800 0.6356 0.4759  C2 1.500, N4 1.489, H8 1.085, H9 1.048
2 C 0.5320 -0.4084 -0.3849  C1 1.500, S7 1.883, H10 1.146, H16 1.083
3 C -2.7652 0.7849 -0.0839  N5 1.291, O6 1.286, H11 1.143
4 N 2.6475 0.6765 0.2251  C1 1.489, H12 0.978, H13 1.068, H14 0.966
5 N -2.1215 -0.3181 0.1035  C3 1.291, H17 0.970
6 O -4.0503 0.7701 -0.1220  C3 1.286, H18 0.939
7 S 1.1276 -2.0939 0.2080  C2 1.883, H15 1.490, H19 1.416
8 H 0.5820 1.4712 0.1278  C1 1.085
9 H 1.0461 0.5790 1.5142  C1 1.048
10 H 0.5568 -0.5488 -1.5215  C2 1.146
11 H -2.0379 1.6533 -0.2344  C3 1.143
12 H 3.0589 -0.1724 0.4822  N4 0.978
13 H 2.9952 1.4049 0.9238  N4 1.068
14 H 2.8551 0.7351 -0.7164  N4 0.966
15 H 0.0916 -2.9963 -0.3693  S7 1.490
16 H -0.5034 -0.2658 -0.0993  C2 1.083
17 H -2.6178 -1.1093 0.3648  N5 0.970
18 H -4.5009 1.5784 0.0349  O6 0.939
19 H 1.9244 -2.3761 -0.9285  S7 1.416

LUMO: -8.10 eV
DFT total energy: -19148.1967 eV
charge: +2
frontier orbital gap: 9.1274 eV
HOMO energy: -17.22 eV

Here are the natural (NBO) charges for atoms 1 to 2, given in e: -0.261 -0.580

***

Entry 5:
The following is a quantum chemistry calculation of a cluster of 2 separate species, C3H12N2S in total, from the OMol25 dataset.

Each atom is followed by the atoms it is bonded to, with distances in Å.
Positions of all 18 atoms, in Å:
1 C 1.2074 -2.2728 -0.7855  C2 1.521, H4 1.089, H5 1.085, H6 1.093
2 C -0.1186 -2.8558 -0.3226  C1 1.521, S3 1.841, H7 1.087, H8 1.087
3 S -0.6221 -1.9782 1.2157  C2 1.841, H9 1.342
4 H 2.0216 -2.7786 -0.2691  C1 1.089
5 H 1.2835 -1.2106 -0.5762  C1 1.085
6 H 1.3469 -2.3572 -1.8666  C1 1.093
7 H -0.9102 -2.7221 -1.0556  C2 1.087
8 H 0.0425 -3.9040 -0.0861  C2 1.087
9 H -1.9297 -1.9401 0.9145  S3 1.342
10 N -0.2262 1.3814 0.7525  C11 1.459, H13 0.992, H14 1.003
11 C -0.4112 2.5011 -0.1644  N10 1.459, N12 1.439, H15 1.090, H16 1.096
12 N 0.0829 3.7569 0.3365  C11 1.439, H17 1.004, H18 1.009
13 H 0.1355 0.5540 0.3421  N10 0.992
14 H -0.9687 1.1276 1.3770  N10 1.003
15 H 0.0610 2.2851 -1.1232  C11 1.090
16 H -1.4779 2.6244 -0.3837  C11 1.096
17 H -0.5424 4.1480 1.0177  N12 1.004
18 H 1.0256 3.6409 0.6769  N12 1.009

LUMO: 0.77 eV
structure (SMILES): CCS.NCN
DFT total energy: -17120.5872 eV
charge: 0
frontier orbital gap: 9.4635 eV
HOMO energy: -8.69 eV

Here are the natural (NBO) charges for atoms 1 to 2, given in e: -0.622 -0.497

***

Entry 6:
The following is a quantum chemistry calculation of a cluster of 2 separate species, C3H12N2S in total at a distorted geometry, from the OMol25 dataset.

Each atom is followed by the atoms it is bonded to, with distances in Å.
Positions of all 18 atoms, in Å:
1 C 1.8167 1.1280 -0.2164  S2 1.820, H4 1.089, H5 1.090, H6 1.084
2 S 2.1847 -0.4813 0.5491  C1 1.820, C3 1.823
3 C 1.8242 -1.5430 -0.8881  S2 1.823, H7 1.071, H8 1.077, H9 1.083
4 H 2.5944 1.2891 -0.9611  C1 1.089
5 H 0.8662 1.2248 -0.7411  C1 1.090
6 H 1.8309 1.8366 0.6035  C1 1.084
7 H 2.0995 -2.5465 -0.6349  C3 1.071
8 H 2.4466 -1.1995 -1.6976  C3 1.077
9 H 0.7509 -1.6355 -1.0010  C3 1.083
10 N -2.3031 -0.0133 1.7260  C11 1.460, H13 1.016, H14 1.016
11 C -1.6957 0.8342 0.7041  N10 1.460, N12 1.484, H15 1.087, H16 1.077
12 N -1.3636 0.1841 -0.5875  C11 1.484, H17 1.014, H18 1.008
13 H -1.6224 -0.7010 2.0371  N10 1.016
14 H -3.0244 -0.5618 1.2667  N10 1.016
15 H -0.7801 1.2892 1.0740  C11 1.087
16 H -2.4579 1.5374 0.4127  C11 1.077
17 H -2.2634 0.0713 -1.0409  N12 1.014
18 H -0.9033 -0.7129 -0.6046  N12 1.008

LUMO: 0.89 eV
structure (SMILES): CSC.NCN
DFT total energy: -17120.4918 eV
charge: 0
frontier orbital gap: 9.4513 eV
HOMO energy: -8.56 eV

Here are the natural (NBO) charges for atoms 1 to 2, given in e: -0.753 0.158

***

Entry 7:
The following is a quantum chemistry calculation of a cluster of 2 separate species, C3H12N3 in total at a distorted geometry, from the OMol25 dataset.

Each atom is followed by the atoms it is bonded to, with distances in Å.
Positions of all 18 atoms, in Å:
1 C 0.8026 0.5193 1.8438  C2 1.509, H7 1.080, H8 1.110, H9 1.048
2 C -0.2362 -0.0441 0.9048  C1 1.509, N4 1.483, H10 1.130
3 C -0.2772 0.7840 -0.9815  N5 1.490, N6 1.410, H11 1.170
4 N 0.2099 -1.4244 0.5980  C2 1.483, H12 1.132, H13 1.006, H16 1.014
5 N 0.6914 -0.1087 -1.6781  C3 1.490, H14 1.007, H15 0.992
6 N -1.5296 0.7344 -1.6275  C3 1.410, H17 1.053, H18 0.975
7 H 0.4711 0.0642 2.7651  C1 1.080
8 H 1.7612 0.1493 1.4237  C1 1.110
9 H 0.7922 1.5487 2.0396  C1 1.048
10 H -1.2753 -0.1160 1.3442  C2 1.130
11 H -0.0241 1.9235 -0.9041  C3 1.170
12 H 0.6451 -1.3142 -0.4414  N4 1.132
13 H 0.8227 -1.6853 1.3512  N4 1.006
14 H 0.2459 -0.4215 -2.5255  N5 1.007
15 H 1.5417 0.3762 -1.8367  N5 0.992
16 H -0.4463 -2.1949 0.5374  N4 1.014
17 H -2.0325 -0.1853 -1.5229  N6 1.053
18 H -2.1630 1.3948 -1.2900  N6 0.975

LUMO: -3.04 eV
DFT total energy: -7767.9080 eV
charge: +1
frontier orbital gap: 10.1126 eV
HOMO energy: -13.15 eV

Here are the natural (NBO) charges for atoms 1 to 2, given in e: -0.654 -0.092